# C4H12N4O

A cluster of 2 separate species, C4H12N4O in total in a non-equilibrium geometry (the ωB97M-V functional and the def2-TZVPD basis, OMol25).

M in g mol⁻¹: 132.2
HOMO level in eV: -6.4
Frontier orbital gap in eV: 7.08
SMILES string: CC(N)=C(N)N.NC=O
Energy relative to the best compared isomer or geometry (same formula, charge and spin) in kJ/mol: 236.06

```
21
Properties=species:S:1:pos:R:3:forces:R:3:lowdin_charge:R:1
C -1.588757 1.608901 0.057301 -0.1 -0.1 0.1 -0.06
C -1.479115 0.142847 -0.235236 0.4 -0.1 -0.4 -0.38
N -2.612557 -0.625543 0.130565 -0.3 -0.2 0.1 0.05
C -0.401452 -0.455648 -0.781086 0.1 0.0 0.6 -0.43
N 0.836142 0.160399 -1.023873 1.0 -0.8 -0.3 0.03
N -0.404145 -1.869210 -0.954456 0.0 -0.1 -0.2 0.08
H -2.132436 1.774443 0.991443 0.0 -0.1 0.0 0.07
H -0.620736 2.090247 0.179519 0.1 0.0 -0.1 0.06
H -2.138229 2.127906 -0.734903 0.0 0.1 0.0 0.08
H -2.627584 -1.516333 -0.357468 0.0 0.1 0.0 0.06
H -3.481847 -0.131577 -0.033907 0.1 0.0 -0.1 0.07
H 1.854021 -0.502860 -1.110991 -3.0 2.0 0.0 0.13
H 0.784895 1.172363 -1.034050 0.4 -0.3 -0.4 0.07
H 0.356248 -2.163611 -1.556549 -0.1 0.0 0.1 0.08
H -0.334148 -2.379136 -0.079391 0.0 0.1 -0.1 0.08
N 2.562614 0.656951 1.430556 -0.6 -0.4 -0.5 0.15
C 2.067742 -0.421748 0.774673 2.8 -1.0 -0.1 -0.37
O 2.759495 -0.992372 -0.144140 -0.3 0.5 1.7 -0.12
H 3.243956 1.218740 0.948564 0.1 0.0 0.0 0.11
H 2.041217 1.075980 2.180829 -0.1 0.0 0.0 0.10
H 1.314676 -0.970738 1.352600 -0.5 0.3 -0.4 0.14
```
Positions in Å, forces in eV/Å.